(1)
C3H9O | ωB97M-V with the def2-TZVPD basis set

Output
- Lowest unoccupied orbital energy: 3.93 eV
- E: -5303.171 eV
- 2S+1: 1
- Charge: -1
- Gap between HOMO and LUMO: 6.136 eV

```
13
Properties=species:S:1:pos:R:3:forces:R:3:mulliken_charge:R:1
O 3.2953 0.1609 -0.5032 -0.2 -0.1 0.0 -1.136
H 3.8569 0.8518 -0.8688 0.1 0.1 0.0 0.122
C -1.7030 -0.5735 0.5467 -1.6 0.3 0.5 -1.014
C -0.1791 -0.6053 0.2970 -2.0 3.6 3.2 -0.202
C 0.1263 0.6569 -0.4716 1.1 2.0 0.0 -0.823
H -2.1837 0.4553 0.7110 1.3 -0.9 -0.6 0.256
H -2.1561 -1.0655 1.4363 0.8 -0.5 -0.4 0.322
H -2.2005 -0.9855 -0.3347 -0.2 0.0 0.0 0.255
H 0.1644 -1.4489 -0.1651 0.7 -2.3 -1.2 0.366
H 0.3165 -0.4813 1.3099 -0.2 -0.4 -1.3 0.163
H -0.4058 0.8448 -1.4356 -0.1 -0.6 0.7 0.271
H -0.1530 1.5867 0.2245 0.9 -1.8 -1.5 0.212
H 1.2219 0.6035 -0.7465 -0.6 0.6 0.6 0.208
```
Positions in Å, forces in eV/Å.

=====

(2)
C24H44BrCl2N3O5 | ωB97M-V with the def2-TZVPD basis set

Output
- Lowest unoccupied orbital energy: -0.94 eV
- E: -135390.548 eV
- 2S+1: 1
- Charge: 0
- Gap between HOMO and LUMO: 8.200 eV
- SMILES: C/C(Cl)=C(\Cl)C1=CC(=O)C=C(CCCBr)C1=O.COC[C@@H](C)N.COC[C@@H](C)N.COC[C@@H](C)N

```
79
Properties=species:S:1:pos:R:3:forces:R:3:mulliken_charge:R:1
C -3.1132 -1.8684 1.1397 1.3 1.3 0.9 -0.985
C -1.5269 -1.9880 1.1994 0.7 -1.4 -2.4 0.288
Cl -0.6741 -1.4051 2.7159 -1.1 -0.5 -1.7 -0.189
C -0.7220 -2.5160 0.1560 -0.4 1.2 2.9 -0.101
Cl -1.4956 -3.1563 -1.3595 1.0 0.8 1.8 -0.166
C 0.8376 -2.5078 0.3819 1.1 -1.6 0.4 0.047
C 1.5620 -3.5154 1.0660 -0.7 2.8 -1.5 -0.189
C 3.1402 -3.2373 1.1980 0.6 -0.6 -0.1 0.077
O 3.9993 -4.1239 1.0594 -2.6 2.5 0.7 -0.533
C 3.5134 -1.6997 1.4752 -2.1 1.1 -1.5 -0.592
C 2.7781 -0.6848 0.8063 1.3 -2.1 1.1 0.576
C 3.0401 0.8670 1.0516 -1.0 -0.1 0.3 -0.734
C 2.5996 1.8120 -0.1583 0.1 0.4 -0.3 -0.275
C 1.0557 2.2988 -0.0491 1.1 0.6 0.9 -0.737
Br 0.0760 2.1608 -1.7776 0.4 0.0 1.0 -0.197
C 1.6524 -1.2469 -0.1941 -0.1 0.3 -0.8 0.716
O 1.4381 -0.7937 -1.3267 0.5 -1.2 3.2 -0.549
H -3.5993 -2.7895 0.6971 0.7 1.2 0.6 0.282
H -3.4551 -1.6395 2.2101 0.3 -0.7 -1.6 0.314
H -3.3456 -0.9087 0.5478 0.1 -1.6 0.7 0.263
H 1.0434 -4.4163 1.5105 1.0 1.0 -0.7 0.427
H 4.3247 -1.4591 2.2245 -0.9 -0.4 -1.2 0.371
H 4.1062 1.0899 1.4171 -1.5 -0.6 -0.8 0.288
H 2.3676 1.1551 1.9433 1.0 -0.5 -1.2 0.278
H 2.8014 1.3164 -1.1735 -0.4 0.7 1.6 0.427
H 3.2323 2.7687 -0.1022 -0.8 -1.4 -0.1 0.107
H 1.0769 3.4133 0.2100 -0.3 -1.6 -0.5 0.413
H 0.4936 1.7766 0.7950 0.6 0.4 -1.5 0.323
C 6.7644 7.1175 2.2145 0.2 0.2 0.1 -1.392
C 6.5286 5.6272 2.4404 -0.3 0.2 -0.1 0.366
C 6.2090 4.8520 1.1467 0.0 -0.3 0.2 -0.780
O 4.8788 5.0285 0.6703 0.4 0.0 -0.1 -0.218
C 4.6804 6.2057 -0.0960 -0.4 -0.1 0.1 -0.772
N 5.4719 5.4593 3.4472 0.0 -0.3 -0.2 -0.735
H 5.8386 7.6668 2.0343 0.0 -0.1 0.0 0.281
H 7.2314 7.5647 3.0962 -0.1 -0.1 -0.1 0.357
H 7.4325 7.2840 1.3651 -0.1 0.0 0.0 0.341
H 7.4565 5.2124 2.8487 -0.1 -0.1 -0.1 0.397
H 6.3016 3.7826 1.3642 -0.1 0.0 0.0 0.330
H 6.9363 5.0714 0.3558 0.0 0.1 0.0 0.417
H 5.5585 6.4605 -0.6957 0.0 0.0 0.1 0.348
H 4.4081 7.0385 0.5552 0.1 0.2 -0.1 0.255
H 3.8404 6.0294 -0.7715 0.1 -0.1 0.0 0.240
H 5.3822 4.4683 3.6635 0.1 0.1 0.1 0.264
H 4.5859 5.6878 2.9960 0.1 0.1 0.1 0.320
C -5.9523 2.3610 -1.0767 -0.2 -0.1 -0.1 -1.415
C -5.4246 2.5500 0.3422 0.2 0.0 -0.3 0.207
C -4.8633 3.9610 0.6079 0.1 -0.1 0.3 -0.703
O -3.5722 4.1878 0.0565 -0.4 0.2 0.0 -0.342
C -3.5704 4.5480 -1.3157 0.4 -0.1 0.0 -0.576
N -4.4244 1.5093 0.6219 0.1 0.2 0.2 -0.523
H -5.1524 2.2545 -1.8116 0.0 0.0 0.1 0.285
H -6.5605 1.4542 -1.1368 0.1 0.1 0.0 0.343
H -6.5823 3.2032 -1.3756 0.1 0.0 0.0 0.352
H -6.2702 2.4013 1.0227 0.1 0.1 0.1 0.385
H -4.7434 4.0768 1.6903 0.1 0.0 -0.1 0.322
H -5.5650 4.7411 0.2887 0.0 0.0 -0.2 0.408
H -4.4359 5.1605 -1.5843 -0.1 -0.1 0.0 0.315
H -3.5263 3.6533 -1.9396 -0.1 0.1 -0.2 0.183
H -2.6653 5.1275 -1.5091 0.0 0.0 0.1 0.232
H -4.1437 1.5816 1.5984 -0.1 -0.1 0.0 0.263
H -3.5776 1.7591 0.1092 -0.1 -0.1 0.0 0.291
C -3.6899 -8.7771 -1.3558 -0.2 -0.1 0.1 -1.437
C -3.1876 -7.3375 -1.4110 0.3 -0.3 -0.1 0.431
C -2.9172 -6.8345 -2.8438 0.1 0.3 0.2 -0.523
O -1.7069 -7.3189 -3.4149 -0.5 0.0 -0.1 -0.386
C -1.8028 -8.6129 -3.9862 0.4 0.1 0.0 -0.652
N -1.9950 -7.2160 -0.5612 0.0 0.2 -0.2 -0.694
H -2.8972 -9.5057 -1.5344 0.0 0.1 0.0 0.275
H -4.1044 -8.9957 -0.3679 0.1 0.1 -0.1 0.363
H -4.4813 -8.9443 -2.0918 0.1 0.0 0.0 0.347
H -3.9748 -6.7052 -0.9858 0.1 0.1 -0.1 0.363
H -2.8057 -5.7455 -2.8023 0.1 -0.1 0.0 0.189
H -3.7671 -7.0337 -3.5081 0.0 -0.2 0.0 0.413
H -2.7806 -8.7911 -4.4426 0.0 0.0 0.1 0.300
H -1.5884 -9.3747 -3.2341 -0.2 -0.2 -0.1 0.228
H -1.0395 -8.6946 -4.7630 0.0 0.1 0.0 0.254
H -1.7180 -6.2361 -0.5270 -0.1 -0.1 0.1 0.195
H -1.2252 -7.6659 -1.0570 -0.1 0.0 0.1 0.338
```
Positions in Å, forces in eV/Å.

=====

(3)
C29H51BN2O4 | ωB97M-V with the def2-TZVPD basis set

Output
- Lowest unoccupied orbital energy (spin up / spin down): -0.31 / -0.47 eV
- E: -42731.294 eV
- 2S+1: 3
- Charge: 0
- ⟨S²⟩: 2.01
- Gap between HOMO and LUMO (spin up / spin down): 8.120 / 7.957 eV

```
87
Properties=species:S:1:pos:R:3:forces:R:3:mulliken_charge:R:1
O -9.4792 -1.5206 -3.2350 -1.0 -8.0 4.3 -0.479
C -9.6831 -2.6726 -2.5886 1.4 4.1 -2.9 0.162
O -8.9646 -3.9513 -2.8896 -2.5 2.6 -0.1 -0.138
C -9.9276 -5.0588 -3.0090 -1.7 -1.0 1.1 -0.461
C -9.2597 -6.5514 -3.1251 -0.2 0.1 -0.3 -0.523
C -8.2514 -6.7663 -4.4005 0.3 -0.7 -0.1 -0.536
C -6.8053 -6.0054 -4.2658 0.1 0.0 -0.3 -0.566
B -5.9184 -6.6719 -3.0408 0.9 2.3 -0.2 0.357
C -4.7748 -5.8509 -2.1482 1.8 0.9 1.6 0.204
C -4.5364 -4.2054 -2.2842 3.2 -2.8 3.3 -0.278
C -3.3214 -3.5560 -1.3596 -0.8 -3.8 0.0 -0.334
C -2.4252 -4.5110 -0.3728 -2.6 -1.8 -1.8 -0.073
C -2.6926 -6.1265 -0.2033 -2.8 2.0 -3.2 -0.468
C -3.8830 -6.8042 -1.1046 1.1 4.3 -0.1 -0.294
H -10.4466 -2.7445 -1.6751 1.6 0.0 -2.0 0.273
H -10.5607 -5.0554 -1.9986 1.1 -0.1 -2.0 0.302
H -10.7166 -4.8789 -3.8783 2.0 -0.3 1.6 0.302
H -10.1572 -7.3132 -3.2756 1.7 1.8 0.4 0.299
H -8.7679 -6.8534 -2.0871 -0.8 0.8 -2.3 0.268
H -8.0097 -7.9332 -4.4374 -0.5 2.5 0.1 0.258
H -8.7690 -6.5356 -5.4490 0.9 -0.2 2.4 0.295
H -6.8614 -4.8420 -4.1530 -0.2 -2.2 -0.4 0.115
H -6.2179 -6.2103 -5.2782 -1.1 0.4 2.0 0.257
H -6.0908 -7.8247 -2.8215 0.1 -0.2 0.2 -0.112
H -5.1961 -3.5525 -2.9974 1.5 -1.4 1.6 0.229
H -3.0664 -2.4044 -1.4224 -0.6 -2.7 0.2 0.257
H -1.5466 -4.0492 0.2522 -1.9 -0.9 -1.4 0.190
H -2.0589 -6.8148 0.5035 -1.3 1.7 -1.5 0.275
H -4.1279 -7.9656 -1.0363 0.6 2.8 -0.2 0.208
C 4.1221 -1.2168 1.4908 0.0 0.2 0.4 -1.706
C 3.1887 -1.4182 0.2639 1.9 -0.2 0.1 1.909
C 3.1853 -0.1428 -0.6252 -0.3 0.0 0.0 -1.440
C 2.3926 1.0182 -0.0308 0.1 0.0 0.1 0.192
C 0.9832 0.5801 0.3537 0.2 -0.2 -0.3 -1.429
C 0.9710 -0.6665 1.2763 -1.0 0.8 1.6 1.838
N 1.8136 -1.7892 0.7416 -2.2 -0.3 -4.5 0.265
O 1.1239 -2.3617 -0.3415 1.7 1.1 3.1 -0.515
C 1.4546 -0.2583 2.6939 0.3 0.1 0.1 -1.742
C -0.5129 -1.0956 1.5165 0.3 -0.4 -0.6 -1.750
C 3.8849 -2.5612 -0.5452 -0.9 -0.2 -0.2 -1.895
H 3.7733 -1.7880 2.3595 0.0 0.1 -0.2 0.322
H 5.1429 -1.5640 1.2980 -0.3 0.0 -0.2 0.486
H 4.2186 -0.1668 1.7821 -0.1 -0.1 0.0 0.242
H 2.7608 -0.3771 -1.6099 0.0 -0.2 0.2 0.392
H 4.2174 0.1895 -0.8098 -0.1 -0.3 0.2 0.340
H 2.9139 1.4347 0.8369 0.0 0.0 0.0 -0.066
H 2.3332 1.8311 -0.7664 0.0 -0.1 0.2 0.384
H 0.4709 1.4185 0.8405 0.0 -0.3 0.2 0.383
H 0.4186 0.3743 -0.5660 0.0 -0.2 0.2 0.339
H 1.5242 -1.1298 3.3550 0.0 0.1 -0.2 0.366
H 0.7551 0.4467 3.1600 0.0 -0.2 -0.3 0.437
H 2.4175 0.2511 2.7019 0.0 -0.1 -0.1 0.284
H -1.0486 -1.3164 0.5870 0.3 -0.1 0.1 0.260
H -1.0768 -0.2956 2.0120 0.4 0.0 -0.1 0.425
H -0.5670 -1.9813 2.1620 0.1 0.1 -0.1 0.449
H 3.9197 -3.4920 0.0353 -0.1 0.2 -0.1 0.447
H 4.9169 -2.2917 -0.7971 -0.2 0.2 0.3 0.462
H 3.3891 -2.7706 -1.5013 -0.1 0.0 0.4 0.350
C 3.7707 7.2178 0.1166 0.3 0.3 -0.1 -1.840
C 3.3548 6.0649 1.0732 -1.1 1.1 -1.2 1.982
C 2.8696 6.6421 2.4328 0.2 -0.1 0.1 -1.256
C 3.9995 7.1622 3.3176 0.0 0.0 0.0 -0.491
C 5.0873 6.1080 3.4943 -0.4 -0.1 -0.1 -1.182
C 5.6126 5.5528 2.1447 2.0 0.5 0.2 1.592
N 4.5049 5.1115 1.2313 -2.3 -3.2 3.2 0.196
O 3.9929 3.9027 1.7348 1.5 3.0 -1.7 -0.442
C 6.4838 6.6345 1.4512 -0.1 0.3 -0.1 -1.651
C 6.6352 4.4079 2.4398 -0.7 -0.3 -0.1 -1.849
C 2.1200 5.4221 0.3607 0.4 -0.7 0.4 -1.877
H 4.5670 6.9038 -0.5691 -0.1 0.0 0.2 0.348
H 2.9434 7.5478 -0.5209 0.0 -0.2 0.3 0.480
H 4.1055 8.1118 0.6507 0.1 -0.2 -0.1 0.334
H 2.3264 5.8695 2.9921 0.1 -0.1 -0.2 0.380
H 2.1501 7.4559 2.2605 0.1 -0.3 -0.2 0.326
H 4.4219 8.0816 2.9000 0.0 0.0 0.0 0.303
H 3.5940 7.4353 4.3006 0.1 0.0 -0.2 0.375
H 5.9112 6.5413 4.0738 0.1 -0.2 -0.3 0.377
H 4.6845 5.2902 4.1074 0.1 0.0 -0.3 0.356
H 6.8158 6.3010 0.4613 -0.1 0.0 0.2 0.373
H 7.3844 6.8504 2.0392 -0.2 -0.3 0.0 0.427
H 5.9842 7.5956 1.3352 -0.1 -0.1 -0.1 0.306
H 6.2048 3.5943 3.0336 -0.1 0.2 -0.2 0.334
H 7.4912 4.7852 3.0130 -0.3 0.2 -0.2 0.415
H 7.0284 3.9815 1.5083 -0.2 0.1 0.1 0.444
H 2.4012 4.9973 -0.6115 0.0 0.1 0.2 0.453
H 1.3382 6.1686 0.1797 0.4 0.1 0.1 0.489
H 1.6463 4.6322 0.9569 0.3 0.1 -0.1 0.287
```
Positions in Å, forces in eV/Å.

=====

(4)
C3H8N2O2 | ωB97M-V with the def2-TZVPD basis set

Output
- Lowest unoccupied orbital energy: 0.69 eV
- E: -10314.351 eV
- 2S+1: 1
- Charge: 0
- Gap between HOMO and LUMO: 9.867 eV
- SMILES: NC(=O)CNCO

```
15
Properties=species:S:1:pos:R:3:forces:R:3:mulliken_charge:R:1
O 1.6199 -1.1723 -0.1176 -1.1 0.1 -2.1 -0.559
C 0.6346 -1.0169 -0.8485 -0.2 -0.5 3.7 0.270
N 0.3514 -1.5614 -2.0587 2.5 -1.5 -2.4 -0.462
C -0.6468 -0.4775 -0.2665 -1.4 1.7 -1.0 -0.211
N -0.5988 0.9952 -0.1962 -0.3 0.5 2.5 -0.346
C -1.0725 1.5502 1.1602 1.0 2.1 -1.7 -0.484
O -0.1503 1.3866 2.3106 -1.4 0.0 -2.5 -0.463
H 1.0811 -2.2903 -2.2425 -0.7 1.1 -0.5 0.287
H 0.1964 -0.9190 -2.8704 -0.1 -0.9 1.2 0.258
H -1.4477 -0.6637 -1.0190 0.3 -0.4 0.8 0.205
H -0.9285 -0.9381 0.7000 0.6 0.2 -0.5 0.297
H 0.2434 1.3631 -0.6787 -0.9 0.1 1.2 0.257
H -1.2212 2.7125 0.9963 0.1 -2.3 0.3 0.255
H -2.0114 1.0653 1.3706 -0.2 -0.1 0.1 0.372
H 0.5707 1.5846 1.7130 1.6 -0.1 0.9 0.324
```
Positions in Å, forces in eV/Å.

=====

(5)
C2H5FO2 | ωB97M-V with the def2-TZVPD basis set

Output
- Lowest unoccupied orbital energy (spin up / spin down): 0.69 / 0.69 eV
- E: -8963.199 eV
- 2S+1: 1
- Charge: 0
- Gap between HOMO and LUMO (spin up / spin down): 8.065 / 8.033 eV

```
10
Properties=species:S:1:pos:R:3:forces:R:3:mulliken_charge:R:1
C 1.1625 0.4477 0.4669 -1.1 2.4 -4.7 -0.591
C -1.2169 0.0487 -0.5059 1.8 -1.9 4.1 -0.055
O 2.0348 0.0680 -0.5355 0.0 -1.7 0.5 -0.468
O -1.6425 -1.2148 -0.1549 0.0 0.4 0.2 -0.478
F -1.8312 0.9945 0.1616 -1.3 1.3 0.9 -0.244
H 1.0388 1.5269 0.4515 0.1 -0.2 0.0 0.315
H 1.0256 0.0173 1.3565 0.0 -2.3 3.2 0.414
H -0.9620 0.3691 -1.4383 0.3 -0.3 -2.8 0.432
H 2.0753 -0.9219 -0.6401 -0.2 1.5 0.4 0.318
H -1.6843 -1.3356 0.8382 0.2 0.6 -1.7 0.357
```
Positions in Å, forces in eV/Å.